C15H11CuF6N5O4S3Te as an isolated structure. Source: the Open Molecules 2025 dataset; level of theory: ωB97M-V/def2-TZVPD.

Last column: natural (NBO) charge in e.
CARTESIAN COORDINATES (ANGSTROEM)
Cu  -1.3721  -1.0507  -0.9027  0.811
N  -3.6769  2.9052  0.0977  -0.842
C  -2.8440  2.0130  -0.5808  0.248
S  -3.5078  1.4550  -2.1279  -0.221
N  -1.7124  1.7426  -0.0764  -0.360
N  -0.8593  0.8254  -0.5307  -0.398
C  0.4069  1.1444  -0.8528  0.028
C  0.9191  2.5032  -0.7873  -0.048
C  1.7228  3.0335  -1.8096  -0.209
C  2.2734  4.2906  -1.7051  -0.235
C  2.0447  5.0669  -0.5750  -0.260
C  1.2212  4.5727  0.4305  -0.246
C  0.6524  3.3238  0.3195  -0.132
C  1.2289  0.0745  -1.2681  0.129
C  2.6369  0.1611  -1.4127  -0.260
C  3.3552  -0.9380  -1.7803  -0.210
C  2.6816  -2.1627  -1.9945  -0.375
C  1.3216  -2.1993  -1.7784  0.077
N  0.6015  -1.1428  -1.4462  -0.592
H  -4.6388  2.8151  -0.1983  0.378
H  -3.5549  2.8643  1.1004  0.372
H  1.8941  2.4413  -2.6971  0.214
H  2.8946  4.6770  -2.5068  0.190
H  2.4936  6.0484  -0.4853  0.188
H  1.0536  5.1657  1.3240  0.192
H  0.0158  2.9413  1.1013  0.226
H  3.1192  1.1051  -1.1958  0.208
H  4.4339  -0.8817  -1.8838  0.186
H  3.2143  -3.0496  -2.3020  0.193
H  0.7672  -3.1236  -1.8966  0.196
F  1.2102  -0.7823  2.6628  -0.314
C  0.1684  -1.1159  3.4188  0.716
F  0.6334  -1.8991  4.4060  -0.334
F  -0.2709  0.0039  4.0129  -0.329
S  -1.2017  -2.0116  2.4753  2.256
O  -1.7449  -1.1006  1.5284  -0.909
O  -2.0542  -2.4369  3.5503  -0.947
N  -0.2823  -3.1675  1.9162  -1.215
S  -0.7193  -3.9404  0.6314  2.277
O  0.2966  -4.8648  0.2237  -0.938
O  -1.4195  -3.2114  -0.3800  -0.949
C  -2.1110  -5.0681  1.2940  0.702
F  -1.7735  -5.7326  2.4091  -0.332
F  -2.4745  -6.0028  0.3943  -0.337
F  -3.2050  -4.3557  1.5656  -0.319
Te  -3.8374  -0.9355  -1.6895  -0.479

Properties
Electronic energy in Ha: -4855.2635
Relative energy (zero: lowest compared OMol25 entry of this formula, charge and spin) in kcal per mole: 2.9
⟨S²⟩: 0.77
2S+1: 2
HOMO-LUMO gap (spin up / spin down) in eV: 4.12 / 5.24
Net charge: -2

C15H11F6IrN2OS5SbSe2 as an isolated structure. Source: the Open Molecules 2025 dataset; level of theory: ωB97M-V/def2-TZVPD.

Last column: natural (NBO) charge in e.
CARTESIAN COORDINATES (ANGSTROEM)
Ir  0.0773  -0.2368  -0.6474  0.821
Se  2.2866  0.4301  0.8640  0.124
Se  2.2920  -1.3726  3.2148  -0.089
C  2.1582  -2.9158  2.1040  0.046
C  1.4013  -4.0064  2.5584  -0.275
C  1.2447  -5.0995  1.7347  -0.169
C  1.8381  -5.0907  0.4765  -0.289
C  2.5751  -3.9750  0.1239  0.046
N  2.7470  -2.9194  0.9162  -0.475
C  0.8448  1.3021  1.7075  0.055
C  0.9005  2.1509  2.8084  -0.277
C  -0.2892  2.5993  3.3520  -0.159
C  -1.4993  2.1898  2.8037  -0.273
C  -1.4794  1.3553  1.7010  0.069
N  -0.3284  0.9487  1.1723  -0.516
H  0.9191  -3.9550  3.5253  0.217
H  0.6387  -5.9389  2.0543  0.207
H  1.7098  -5.9070  -0.2213  0.208
H  3.0437  -3.9052  -0.8533  0.189
H  1.8604  2.4253  3.2227  0.220
H  -0.2757  3.2573  4.2132  0.200
H  -2.4462  2.5083  3.2168  0.212
H  -2.3813  0.9830  1.2249  0.256
S  -4.1255  -0.5647  0.1187  -0.895
Sb  -2.9186  -2.4050  -0.5467  1.100
S  -0.6429  -2.0562  0.4360  -0.391
S  -0.9582  -1.6053  -3.4471  -0.122
S  -3.5917  -4.4505  0.2293  -0.849
S  1.9012  -1.2674  -2.3750  0.087
C  0.2601  -1.1797  -2.4442  -0.543
C  -1.7559  1.9241  -2.3017  -0.669
C  -0.3264  2.4483  -2.1321  0.109
O  0.5068  1.6519  -1.4005  -0.813
C  -0.3911  3.8151  -1.4046  0.959
F  0.8095  4.4082  -1.2862  -0.327
F  -1.2035  4.7145  -2.0132  -0.345
F  -0.8713  3.6585  -0.1597  -0.329
C  0.2957  2.6429  -3.5377  0.957
F  1.5688  3.0653  -3.4953  -0.324
F  0.2862  1.4924  -4.2184  -0.317
F  -0.3816  3.5463  -4.2945  -0.350
H  -2.2056  1.7798  -1.3193  0.242
H  -1.7148  0.9536  -2.7936  0.254
H  -2.3792  2.5999  -2.8869  0.217

Properties
Electronic energy in Ha: -8500.6447
Relative energy (zero: lowest compared OMol25 entry of this formula, charge and spin) in kcal per mole: 0.0
⟨S²⟩: 8.79
2S+1: 6
HOMO-LUMO gap (spin up / spin down) in eV: 5.94 / 5.89
Net charge: -2

The molecule C15H11N3O4. Source: the Open Molecules 2025 dataset; level of theory: ωB97M-V/def2-TZVPD.

Last column: natural (NBO) charge in e.
CARTESIAN COORDINATES (ANGSTROEM)
O  0.6856  1.0838  0.6033  -0.597
C  0.5277  0.2084  1.4183  0.794
O  1.1060  -1.0127  1.2996  -0.502
C  1.9107  -1.2208  0.1676  0.085
N  1.1782  -1.0151  -1.0648  -0.279
N  -0.0370  -1.5660  -1.1111  0.046
N  -0.8022  -1.3890  -2.0671  -0.219
C  -0.4392  -0.5870  -3.1237  0.179
C  -1.3477  -0.3756  -4.1665  -0.216
C  -0.9911  0.4320  -5.2219  -0.184
C  0.2639  1.0416  -5.2624  -0.203
C  1.1700  0.8424  -4.2443  -0.147
C  0.8268  0.0248  -3.1680  -0.191
C  1.7506  -0.2174  -2.0647  0.658
O  2.8933  0.1714  -1.9780  -0.590
C  -0.2959  0.3235  2.6321  -0.230
C  -0.9088  1.5465  2.9008  -0.114
C  -1.6887  1.7042  4.0261  -0.311
C  -1.8699  0.6364  4.9027  0.345
O  -2.6248  0.7423  6.0193  -0.655
C  -1.2601  -0.5901  4.6349  -0.285
C  -0.4808  -0.7447  3.5107  -0.121
H  2.2559  -2.2565  0.2424  0.201
H  2.7595  -0.5235  0.1405  0.234
H  -2.3132  -0.8526  -4.1133  0.232
H  -1.6884  0.5991  -6.0295  0.220
H  0.5233  1.6728  -6.0990  0.220
H  2.1458  1.3033  -4.2500  0.239
H  -0.7589  2.3639  2.2122  0.237
H  -2.1623  2.6548  4.2328  0.211
H  -2.9934  1.6317  6.0927  0.483
H  -1.4163  -1.4031  5.3256  0.228
H  -0.0117  -1.6919  3.2998  0.233

Properties
Electronic energy in Ha: -1043.4343
Relative energy (zero: lowest compared OMol25 entry of this formula, charge and spin) in kcal per mole: 0.0
SMILES: O=C(OCn1nnc2ccccc2c1=O)c1ccc(O)cc1
HOMO-LUMO gap in eV: 9.08

C15H11N3O6S3Zn as an isolated structure. Source: the Open Molecules 2025 dataset; level of theory: ωB97M-V/def2-TZVPD.

Last column: natural (NBO) charge in e.
CARTESIAN COORDINATES (ANGSTROEM)
Zn  -0.6135  -1.2362  0.5823  1.622
O  1.2853  -0.1716  0.1989  -0.670
N  2.1023  -0.5564  1.1471  0.022
C  3.3347  -0.9734  0.7945  0.041
C  4.2604  -1.3589  1.7282  -0.284
C  3.8919  -1.3432  3.0734  -0.201
C  2.6164  -0.9665  3.4141  -0.245
C  1.6755  -0.5768  2.4476  0.034
S  0.0493  -0.1746  2.7884  -0.406
H  3.4934  -0.9856  -0.2720  0.230
H  5.2327  -1.6963  1.4007  0.211
H  4.5906  -1.6527  3.8407  0.199
H  2.2799  -0.9812  4.4409  0.219
O  -2.4017  2.7749  -4.2387  -0.974
S  -2.9890  2.2581  -3.0217  2.299
O  -4.4240  2.3857  -2.9145  -0.967
N  -2.4870  0.7635  -2.6985  -0.849
C  -1.7379  0.7093  -1.6053  0.655
O  -1.2145  -0.3323  -1.1612  -0.780
C  -1.5374  2.0580  -0.9429  -0.139
C  -0.7862  2.3705  0.1757  -0.119
C  -0.7695  3.6957  0.5955  -0.236
C  -1.4696  4.6804  -0.0959  -0.218
C  -2.2014  4.3649  -1.2354  -0.210
C  -2.2121  3.0440  -1.6321  -0.298
H  -0.2212  1.6098  0.6966  0.253
H  -0.2015  3.9628  1.4786  0.204
H  -1.4382  5.7056  0.2549  0.195
H  -2.7372  5.1224  -1.7927  0.214
S  -2.8178  -1.8886  1.3650  -0.469
C  -3.1567  -3.1290  0.2780  0.091
N  -3.4356  -4.0009  -0.4330  -0.493
C  0.2679  -3.3000  -1.8201  -0.750
C  1.0231  -3.4380  -0.5042  0.798
O  2.0581  -4.1063  -0.4507  -0.724
O  0.4822  -2.8667  0.5166  -0.930
H  0.7716  -3.8546  -2.6105  0.198
H  0.1880  -2.2474  -2.0943  0.236
H  -0.7514  -3.6685  -1.6944  0.240

Properties
Electronic energy in Ha: -4167.9767
Relative energy (zero: lowest compared OMol25 entry of this formula, charge and spin) in kcal per mole: 1.9
HOMO-LUMO gap in eV: 7.24
Net charge: -2

C15H11NO4PtTe as an isolated structure. Source: the Open Molecules 2025 dataset; level of theory: ωB97M-V/def2-TZVPD.

Last column: natural (NBO) charge in e.
CARTESIAN COORDINATES (ANGSTROEM)
Pt  -1.5865  5.2413  12.8098  0.932
O  -3.2494  9.0628  12.5997  -0.596
C  -2.8502  7.9599  12.9200  0.738
O  -2.8283  6.8602  12.2534  -0.732
C  -2.3349  7.7193  14.3236  0.119
C  -2.6493  8.5691  15.4484  -0.200
C  -2.2757  8.0608  16.6947  -0.167
C  -1.7202  6.7929  16.8439  -0.203
C  -1.3592  6.1127  15.6819  0.102
N  -1.7192  6.5873  14.5148  -0.485
C  -0.6772  4.7371  15.6386  0.749
O  0.0053  4.3980  16.5921  -0.594
O  -0.9636  4.0821  14.5239  -0.760
H  -2.9832  9.5905  15.3069  0.252
H  -2.5891  8.6652  17.5636  0.227
H  -1.3885  6.3849  17.8027  0.252
C  -1.7144  1.7511  11.6514  -0.583
Te  -1.6759  3.7547  10.7059  0.621
C  0.4872  3.4276  10.9983  -0.612
C  0.6509  1.9643  11.0046  -0.079
C  1.8435  1.3522  10.4498  -0.164
C  1.8419  0.0168  10.1504  -0.223
C  0.7214  -0.7428  10.3898  -0.189
C  -0.3896  -0.1938  10.9964  -0.190
C  -0.4338  1.1708  11.2549  -0.061
H  -2.4788  1.0991  11.2875  0.234
H  -1.7885  1.8761  12.7258  0.255
H  0.7624  3.9149  12.0635  0.257
H  1.0875  3.8615  10.1829  0.241
H  2.6578  2.0877  10.1835  0.214
H  2.7193  -0.4167  9.7098  0.219
H  0.8255  -1.8135  10.1902  0.218
H  -1.0551  -0.8285  11.3905  0.206

Properties
Electronic energy in Ha: -1321.1730
Relative energy (zero: lowest compared OMol25 entry of this formula, charge and spin) in kcal per mole: 0.0
⟨S²⟩: 2.01
2S+1: 3
HOMO-LUMO gap (spin up / spin down) in eV: 7.08 / 7.28

The molecule C15H12BrNO5. Source: the Open Molecules 2025 dataset; level of theory: ωB97M-V/def2-TZVPD.

Last column: natural (NBO) charge in e.
CARTESIAN COORDINATES (ANGSTROEM)
H  1.5759  -3.8117  1.9094  0.389
N  2.0024  -3.0524  1.4098  -0.619
C  1.2439  -2.3943  0.8991  0.626
O  -0.1761  -1.9997  1.4436  -0.576
C  -0.9252  -0.8897  1.2438  0.285
C  -0.4807  -0.1391  0.3613  -0.333
C  -1.3330  0.9210  0.1459  0.529
O  -0.8828  2.1315  0.0316  -0.623
C  -2.7208  1.0145  -0.0351  -0.168
C  -3.4429  -0.2916  -0.0935  -0.202
C  -4.8303  -0.4695  -0.3162  -0.147
Br  -5.6414  -2.2077  -0.4471  0.066
C  -5.7280  0.7277  0.1543  -0.068
C  -5.0531  1.9848  0.2548  -0.233
C  -3.7204  2.0910  0.3612  0.387
O  -3.1783  3.4410  0.1017  -0.704
C  0.7475  -0.1180  -0.2949  -0.098
C  1.6028  -1.1542  -0.0442  -0.165
C  2.9007  -1.4005  -0.5407  0.749
O  3.2217  -2.4072  -1.0396  -0.570
O  3.6904  -0.3725  -0.6069  -0.542
C  5.1138  -0.1937  -1.0686  -0.033
C  5.7623  1.0376  -0.4868  -0.615
H  -1.8792  -1.1560  1.8838  0.261
H  -2.7588  -1.2351  -0.3489  0.229
H  -6.6447  0.6732  -0.0372  0.179
H  -5.6517  2.5586  0.3453  0.173
H  -2.1126  3.2680  0.2188  0.518
H  1.1085  0.7633  -0.9159  0.273
H  5.6384  -1.0212  -0.8285  0.183
H  4.8883  -0.1941  -2.1799  0.192
H  5.1358  1.9166  -0.9561  0.219
H  6.7258  1.1105  -1.0104  0.225
H  5.8020  0.8688  0.4861  0.214

Properties
Electronic energy in Ha: -3583.3707
SMILES: [H]/N=c1\occ(C(=O)c2cc(Br)ccc2O)cc1C(=O)OCC
HOMO-LUMO gap in eV: 7.66

C15H12Cl2N2O5S as an isolated structure. Source: the Open Molecules 2025 dataset; level of theory: ωB97M-V/def2-TZVPD.

Last column: natural (NBO) charge in e.
CARTESIAN COORDINATES (ANGSTROEM)
C  1.6122  3.4519  1.0412  -0.617
C  1.4807  1.9705  0.7357  0.005
H  1.1234  1.4074  1.6092  0.207
C  0.4930  1.7355  -0.4351  0.652
O  0.0572  2.6439  -1.1062  -0.621
N  0.1891  0.4410  -0.6209  -0.612
H  0.5527  -0.2569  0.0162  0.428
C  -0.7592  0.0058  -1.6303  -0.247
C  -2.0897  -0.3293  -1.0047  -0.033
C  -2.9155  0.7001  -0.5766  -0.209
C  -4.1381  0.4530  0.0410  -0.249
C  -4.4969  -0.8623  0.2105  0.215
C  -3.6695  -1.9031  -0.2137  0.302
C  -2.4605  -1.6636  -0.8186  -0.289
H  -1.8307  -2.4765  -1.1402  0.223
O  -4.2637  -3.1030  0.0751  -0.492
C  -5.4933  -2.7868  0.6919  0.237
O  -5.6305  -1.3847  0.7746  -0.477
H  -5.5202  -3.2205  1.7045  0.157
H  -6.3221  -3.2042  0.0975  0.157
H  -4.7796  1.2529  0.3694  0.229
H  -2.5974  1.7198  -0.7295  0.228
H  -0.8694  0.8361  -2.3324  0.241
H  -0.3476  -0.8628  -2.1498  0.202
O  2.7867  1.4859  0.3864  -0.466
C  3.0653  0.2141  0.5931  0.785
O  2.2764  -0.6172  0.9843  -0.603
C  4.4858  -0.0888  0.2905  0.038
N  5.3656  0.8800  0.1767  -0.548
S  6.8505  0.3328  -0.1328  0.734
C  6.3654  -1.3283  -0.1362  -0.300
C  5.0125  -1.3974  0.1202  -0.141
Cl  4.1260  -2.8466  0.1958  0.088
Cl  7.4208  -2.6263  -0.4114  0.097
H  0.6511  3.8399  1.3647  0.227
H  2.3537  3.6100  1.8189  0.217
H  1.9159  3.9775  0.1408  0.234

Properties
Electronic energy in Ha: -2383.0982
HOMO-LUMO gap in eV: 7.76

C15H12N3O2S3Zn as an isolated structure. Source: the Open Molecules 2025 dataset; level of theory: ωB97M-V/def2-TZVPD.

Last column: natural (NBO) charge in e.
CARTESIAN COORDINATES (ANGSTROEM)
Zn  0.3012  -0.1649  0.8926  1.560
C  2.7203  -4.9263  -0.5649  -0.767
S  0.9865  -4.6462  -0.9546  0.261
C  0.5817  -3.1681  -0.0623  -0.069
S  1.6896  -2.3184  0.9165  -0.375
N  -0.6784  -2.8762  -0.3245  -0.437
N  -1.0536  -1.7178  0.2793  -0.332
C  -2.2837  -1.3991  0.2780  0.049
C  -2.6646  -0.1613  0.9818  0.173
C  -3.9296  0.3866  0.8682  -0.232
C  -4.2037  1.5676  1.5412  -0.151
C  -3.2123  2.1556  2.3044  -0.249
C  -1.9734  1.5335  2.3686  0.085
N  -1.7127  0.3951  1.7427  -0.519
H  3.2129  -5.2641  -1.4752  0.215
H  2.8273  -5.6778  0.2151  0.209
H  3.1688  -3.9914  -0.2332  0.261
H  -3.0325  -2.0148  -0.2150  0.184
H  -4.6693  -0.0933  0.2407  0.214
H  -5.1775  2.0326  1.4514  0.210
H  -3.3744  3.0903  2.8220  0.218
H  -1.1467  1.9651  2.9216  0.225
O  -1.1976  2.9491  -0.4413  -0.686
C  -0.1851  2.2571  -0.4068  0.761
O  -0.1490  0.9921  -0.6602  -0.908
C  1.1498  2.9214  -0.1322  -0.097
C  1.4826  3.9979  -0.9486  -0.196
C  2.6907  4.6652  -0.8192  -0.261
C  3.5781  4.2548  0.1666  -0.220
C  3.2481  3.1984  0.9995  -0.243
C  2.0367  2.5062  0.8775  -0.147
S  1.7262  1.2278  2.0678  -0.546
H  0.7612  4.3109  -1.6938  0.213
H  2.9335  5.4942  -1.4728  0.196
H  4.5306  4.7577  0.2897  0.195
H  3.9376  2.8827  1.7731  0.209

Properties
Electronic energy in Ha: -3867.6087
Relative energy (zero: lowest compared OMol25 entry of this formula, charge and spin) in kcal per mole: 0.0
HOMO-LUMO gap in eV: 6.69
Net charge: -1